Entry 1:
The following is a quantum chemistry calculation of a 2-piece molecular cluster, C3H14Si4 overall in a non-equilibrium geometry, from OMol25.

Values from the calculation:
HOMO energy (alpha / beta): -8.08 / -7.50 eV
charge: 0
relative energy (zero: lowest compared OMol25 entry of this formula, charge and spin): 80.88 kcal per mole
E_LUMO (alpha / beta): -0.5685 / -0.5227 eV

```
21
C3H14Si4 | OMol25 | wB97M-V/def2-TZVPD
Si 3.115 0.051 0.835
Si 0.612 1.220 -1.856
Si -2.762 -0.447 -0.628
Si -0.326 -1.703 1.101
C -1.097 -0.195 0.295
C -0.917 1.174 0.974
C 0.009 0.771 -0.122
H 3.201 -1.056 0.047
H 0.562 -0.960 2.066
H -1.611 1.914 0.841
H 0.118 0.164 -2.779
H 3.824 -0.368 2.073
H -1.206 -2.757 1.559
H 2.157 1.052 -2.165
H -3.767 -0.400 0.265
H 0.254 2.682 -1.854
H 0.643 -2.200 0.152
H 3.389 1.383 0.125
H -3.102 0.366 -1.943
H -2.638 -1.917 -0.935
H -0.459 1.227 1.950
```



Entry 2:
The following is a quantum chemistry calculation of C25H29InN4O3P as an isolated structure in a non-equilibrium geometry, from OMol25.

Values from the calculation:
HOMO energy: -5.68 eV
charge: -1
E_LUMO: 2.0673 eV

```
63
C25H29InN4O3P | OMol25 | wB97M-V/def2-TZVPD
In -0.165 2.927 -2.720
P -1.699 0.911 -2.648
O -0.897 -0.381 -3.066
O 0.926 3.275 -0.961
O -0.950 2.533 0.313
N 3.238 5.075 -3.331
N -4.499 -5.376 0.587
N 2.007 -2.503 0.055
N -2.728 -0.696 2.229
C -4.438 -4.230 1.335
C 2.508 3.137 1.720
C 1.233 0.734 1.968
C 3.519 1.297 3.447
C 4.042 3.974 -3.459
C 4.908 5.658 -4.672
C -5.592 -6.110 0.967
C 1.637 -2.922 -1.195
C 1.773 -4.289 -1.240
C 5.089 4.307 -4.284
C 2.330 0.329 3.041
C -3.094 -2.039 3.958
C -3.411 -0.819 3.409
C 2.386 -3.585 0.805
C 0.323 2.673 0.161
C -5.509 -4.228 2.196
C 1.348 2.143 1.305
C -2.181 -2.672 3.080
C -1.377 4.768 -3.368
C -1.756 6.012 -3.636
C -6.240 -5.420 1.963
C 3.589 2.730 2.780
C 2.247 -4.709 0.028
C 3.755 6.104 -4.071
C -1.972 -1.819 2.023
H -7.141 -5.738 2.468
H -5.814 -7.056 0.496
H -3.476 -2.431 4.890
H 3.260 7.063 -4.106
H -4.064 -0.031 3.754
H -1.352 -1.915 1.143
H 2.719 -3.461 1.825
H 5.896 3.651 -4.576
H 2.395 5.120 -2.778
H 2.613 4.183 1.240
H -2.774 0.098 1.608
H 1.555 -4.917 -2.092
H 4.441 3.473 3.045
H 5.548 6.239 -5.320
H -3.842 -5.638 -0.131
H -3.642 -3.517 1.189
H -1.851 7.142 -3.863
H -1.727 -3.644 3.206
H 2.003 -1.545 0.374
H -2.311 0.717 -1.349
H 0.419 -0.021 1.697
H 3.800 3.052 -2.952
H 1.046 2.639 -4.040
H 1.308 -2.214 -1.942
H 2.464 -5.722 0.337
H 4.338 0.988 4.204
H 2.341 -0.702 3.566
H -5.740 -3.455 2.915
H -2.770 1.052 -3.629
```



Entry 3:
The following is a quantum chemistry calculation of a 2-piece molecular cluster, C6H9NO overall in a non-equilibrium geometry, from OMol25.

Values from the calculation:
HOMO energy: -9.83 eV
charge: 0
relative energy (zero: lowest compared OMol25 entry of this formula, charge and spin): 59.14 kcal per mole
E_LUMO: 0.4960 eV

```
17
C6H9NO | OMol25 | wB97M-V/def2-TZVPD
O 3.627 -0.126 -0.639
N -0.256 0.022 -0.330
C -2.367 1.140 0.080
C -2.247 -1.214 0.261
C -0.931 -1.060 -0.214
C -3.079 -0.075 0.217
C -0.985 1.232 -0.171
C 4.167 0.083 0.614
H 5.316 0.644 0.739
H 4.182 -0.935 1.252
H -2.829 2.130 0.286
H -4.239 -0.146 0.184
H 3.495 0.859 1.068
H -0.220 -1.920 -0.270
H -0.430 2.186 -0.208
H 2.705 -0.347 -0.628
H -2.557 -2.253 0.280
```



Entry 4:
The following is a quantum chemistry calculation of one molecule with the formula C5H7NO, from OMol25.

Values from the calculation:
HOMO energy: -8.73 eV
charge: 0
relative energy (zero: lowest compared OMol25 entry of this formula, charge and spin): 12.74 kcal per mole
E_LUMO: 0.9857 eV

```
14
C5H7NO | OMol25 | wB97M-V/def2-TZVPD
O -0.283 -2.225 -0.502
N 1.582 -0.818 -0.589
C -0.431 0.255 -0.297
C 1.777 0.238 0.335
C -1.879 0.386 0.135
C 0.631 0.876 0.585
C 0.206 -1.126 -0.495
H -0.332 0.697 -1.305
H -2.558 -0.102 -0.569
H -2.058 -0.017 1.134
H 0.447 1.623 1.347
H 2.750 0.367 0.787
H 2.264 -1.558 -0.692
H -2.138 1.451 0.148
```



Entry 5:
The following is a quantum chemistry calculation of CH7NO2 as an isolated structure in a non-equilibrium geometry, from OMol25.

Values from the calculation:
HOMO energy: -9.94 eV
charge: 0
relative energy (zero: lowest compared OMol25 entry of this formula, charge and spin): 155.75 kcal per mole
E_LUMO: -3.2486 eV

```
11
CH7NO2 | OMol25 | wB97M-V/def2-TZVPD
O -0.664 -0.109 2.257
O 1.617 0.836 -1.298
N -0.433 -0.318 -1.196
C -0.468 -0.563 0.096
H -0.272 -0.244 3.134
H -0.418 0.460 0.780
H -1.413 -0.967 0.510
H 0.392 -1.132 0.413
H 0.672 0.254 -1.443
H 2.175 1.465 -1.749
H -1.187 0.319 -1.503
```



Entry 6:
The following is a quantum chemistry calculation of C3H4BrCl2NO2 as an isolated structure in a non-equilibrium geometry, from OMol25.

Values from the calculation:
HOMO energy (alpha / beta): -9.07 / -9.06 eV
charge: 0
relative energy (zero: lowest compared OMol25 entry of this formula, charge and spin): 47.07 kcal per mole
E_LUMO (alpha / beta): -1.4357 / -1.4399 eV

```
13
C3H4BrCl2NO2 | OMol25 | wB97M-V/def2-TZVPD
Br 1.151 2.658 0.340
Cl -1.585 1.508 1.042
Cl 0.804 0.602 2.478
O -1.663 -0.117 -1.010
O -0.380 1.375 -1.775
N -0.546 0.322 -1.159
C 0.126 -1.650 0.013
C 0.426 -0.382 -0.571
C 0.118 1.346 1.108
H 0.936 -2.362 -0.182
H 1.406 0.052 -0.898
H -0.770 -1.930 -0.509
H -0.024 -1.420 1.124
```



Entry 7:
The following is a quantum chemistry calculation of C5H4Br2CsI2OS4 as an isolated structure, from OMol25.

Values from the calculation:
HOMO energy: -3.23 eV
charge: -1
relative energy (zero: lowest compared OMol25 entry of this formula, charge and spin): 0.00 kcal per mole
E_LUMO: 1.8150 eV

```
19
C5H4Br2CsI2OS4 | OMol25 | wB97M-V/def2-TZVPD
Cs 0.383 -0.850 1.232
I -3.482 -0.500 0.165
I -2.267 -3.830 0.429
Br 3.966 -1.453 2.368
Br 2.125 -0.132 4.625
S -1.341 0.814 -2.789
S 0.616 -1.222 -1.961
S 2.010 1.601 -0.061
S -0.343 2.989 -1.163
O -2.583 3.137 -2.561
C 3.174 0.178 3.022
C -1.632 2.461 -2.237
C 0.570 1.472 -1.057
C -2.672 -2.177 -0.853
C 0.077 0.438 -1.792
H 3.974 0.856 3.287
H -3.399 -2.503 -1.585
H -1.718 -1.883 -1.309
H 2.542 0.605 2.239
```



Entry 8:
The following is a quantum chemistry calculation of one molecule with the formula C20H15ClN4O4S2 in a non-equilibrium geometry, from OMol25.

Values from the calculation:
HOMO energy: -8.69 eV
charge: 0
relative energy (zero: lowest compared OMol25 entry of this formula, charge and spin): 1.36 kcal per mole
E_LUMO: 0.2452 eV

```
46
C20H15ClN4O4S2 | OMol25 | wB97M-V/def2-TZVPD
Cl -0.812 -4.880 -1.143
S -0.192 5.593 -4.029
S -1.126 4.741 0.041
O -0.649 5.572 1.103
O 2.881 -0.681 1.458
O 2.670 -4.907 1.175
O -2.517 4.773 -0.285
N -0.217 5.267 -1.316
N 0.780 -0.833 0.562
N 1.320 -4.977 1.155
N -0.939 3.527 -2.684
C 1.939 -1.347 1.082
C 1.199 1.562 0.817
C 3.060 -3.630 1.169
C -3.300 -2.884 1.242
C -2.794 -3.654 0.210
C 0.726 2.856 0.696
C -0.917 0.734 -0.011
C -1.381 2.027 -0.133
C -0.484 4.718 -2.527
C -1.440 -3.947 0.166
C -2.457 -2.403 2.231
C -0.552 3.074 0.222
C 0.859 -3.756 1.127
C -1.106 -2.692 2.186
C -0.742 4.189 -4.876
C 4.502 -3.310 1.188
C 1.944 -2.820 1.127
C -0.579 -3.466 1.153
C 0.377 0.492 0.461
C -1.093 3.221 -3.999
H -0.765 4.176 -5.946
H 4.627 -2.233 1.252
H -1.551 -0.099 -0.279
H -2.368 2.249 -0.501
H 1.334 3.701 0.974
H -2.850 -1.804 3.037
H -4.355 -2.660 1.273
H 0.086 -1.505 0.258
H 2.193 1.370 1.185
H -3.442 -4.032 -0.565
H -1.469 2.248 -4.255
H 0.083 6.229 -1.291
H 4.975 -3.786 2.045
H 4.982 -3.689 0.287
H -0.444 -2.325 2.956
```



Entry 9:
The following is a quantum chemistry calculation of a 2-piece molecular cluster, C5H14N2S overall in a non-equilibrium geometry, from OMol25.

Values from the calculation:
<S²>: 0.755
2S+1: 2
HOMO energy (alpha / beta): -2.61 / -2.59 eV
charge: -1
relative energy (zero: lowest compared OMol25 entry of this formula, charge and spin): 13.79 kcal per mole
E_LUMO (alpha / beta): 3.7729 / 2.9526 eV

```
22
C5H14N2S | OMol25 | wB97M-V/def2-TZVPD
S -1.706 -2.200 0.425
N 1.232 1.083 0.715
N -2.377 0.069 -1.461
C 2.264 0.045 -1.436
C -2.273 -0.609 0.983
C 2.382 0.877 -0.127
C 1.000 -0.210 1.386
C -1.985 0.429 -0.077
H 0.313 -0.082 2.255
H 1.925 -0.631 1.827
H 0.556 -0.981 0.736
H 3.261 -0.217 -1.827
H 3.236 0.419 0.434
H -2.359 1.432 0.154
H -3.270 0.436 -1.684
H 1.681 -0.887 -1.257
H -2.440 -0.978 -1.508
H -0.870 0.498 -0.080
H -3.336 -0.615 1.301
H 1.725 0.593 -2.204
H 2.699 1.879 -0.422
H -1.658 -0.349 1.867
```



Entry 10:
The following is a quantum chemistry calculation of a 2-piece molecular cluster, C4H10OSi2 overall in a non-equilibrium geometry, from OMol25.

Values from the calculation:
HOMO energy: -7.86 eV
charge: 0
relative energy (zero: lowest compared OMol25 entry of this formula, charge and spin): 71.87 kcal per mole
E_LUMO: 0.3410 eV

```
17
C4H10OSi2 | OMol25 | wB97M-V/def2-TZVPD
Si -0.111 -0.497 0.227
Si -0.852 -0.725 3.546
O -0.529 -0.845 1.921
C -1.279 0.188 -0.928
C -0.979 0.016 -2.424
C 2.220 1.437 -1.621
C 3.003 0.892 -0.920
H -1.408 -1.035 -2.931
H 0.070 -0.031 -2.742
H -2.245 0.611 -0.665
H -0.882 0.729 3.989
H 1.037 -1.320 0.010
H -1.362 0.928 -3.017
H 1.549 1.978 -2.212
H 3.752 0.415 -0.380
H -2.168 -1.123 3.754
H 0.183 -1.615 4.393
```